# 1
{
  "formula": "C18H48O18S6",
  "method": "ωB97M-V with the def2-TZVPD basis set",
  "species": ["C", "C", "O", "S", "C", "O", "O", "H", "H", "H", "H", "H", "H", "H", "H", "C", "C", "O", "S", "C", "O", "O", "H", "H", "H", "H", "H", "H", "H", "H", "C", "C", "O", "S", "C", "O", "O", "H", "H", "H", "H", "H", "H", "H", "H", "C", "C", "O", "S", "C", "O", "O", "H", "H", "H", "H", "H", "H", "H", "H", "C", "C", "O", "S", "C", "O", "O", "H", "H", "H", "H", "H", "H", "H", "H", "C", "C", "O", "S", "C", "O", "O", "H", "H", "H", "H", "H", "H", "H", "H"],
  "xyz": [[1.0398, 1.2495, -8.4999], [0.7144, 1.7228, -7.0719], [-0.2995, 0.9184, -6.5068], [-1.8533, 1.3765, -6.5103], [-2.0047, 1.7778, -4.7248], [-2.0582, 2.5748, -7.3917], [-2.6799, 0.1506, -6.7372], [0.9929, 0.1608, -8.4737], [1.8973, 1.7081, -8.9923], [0.1538, 1.5258, -9.0716], [1.5275, 1.6296, -6.3520], [0.5429, 2.7975, -7.0114], [-1.9635, 0.8363, -4.1771], [-3.0171, 2.1791, -4.7715], [-1.2177, 2.4784, -4.4457], [0.0451, 3.6837, 2.9874], [0.7394, 2.3298, 3.1491], [1.2960, 1.8257, 1.9690], [2.8332, 1.1745, 1.9372], [3.7801, 2.4328, 2.8934], [2.7361, -0.0956, 2.6824], [3.3139, 1.0388, 0.5639], [-0.7115, 3.7091, 3.7717], [-0.3669, 3.7177, 1.9788], [0.8870, 4.3509, 3.1720], [1.3480, 2.3578, 4.0530], [-0.0143, 1.5964, 3.4361], [3.6829, 2.0044, 3.8909], [3.3699, 3.4420, 2.8562], [4.8539, 2.4252, 2.7060], [1.1692, 0.7771, -2.1293], [0.0062, 1.2879, -1.2818], [-0.4014, 0.4255, -0.3358], [-1.1393, -1.0416, -0.5980], [0.2888, -2.1882, -0.3390], [-2.1694, -1.2732, 0.4444], [-1.4713, -1.1216, -2.0386], [0.7998, -0.0880, -2.6799], [2.0535, 0.5268, -1.5432], [1.5446, 1.6754, -2.6194], [0.2489, 2.2430, -0.8161], [-0.7740, 1.5486, -1.9969], [0.7717, -1.9209, 0.6009], [1.0802, -1.9835, -1.0600], [-0.0678, -3.1860, -0.5945], [3.0824, -4.0807, 4.4442], [2.9338, -3.6504, 2.9962], [3.5776, -4.7043, 2.2617], [4.2353, -4.4150, 0.6808], [2.7626, -5.1150, -0.2290], [4.3059, -2.9514, 0.5360], [5.2991, -5.4163, 0.4414], [2.4881, -3.3300, 4.9651], [4.0147, -3.8041, 4.9366], [2.7748, -5.1046, 4.6567], [1.9136, -3.6998, 2.6157], [3.3888, -2.6809, 2.7934], [2.4693, -6.0015, 0.3334], [2.9270, -5.3758, -1.2745], [1.9632, -4.3741, -0.2354], [-0.3268, -1.9918, 4.6318], [-1.6912, -2.1739, 3.8379], [-2.3695, -3.4316, 4.0889], [-2.3393, -4.6633, 2.9901], [-3.7259, -4.1000, 1.8621], [-1.1019, -4.5414, 2.1810], [-2.6948, -5.8963, 3.6222], [0.4768, -1.8434, 3.9105], [-0.0327, -2.8893, 5.1759], [-0.2105, -1.2582, 5.4296], [-2.4533, -1.4095, 3.9889], [-1.4891, -1.9711, 2.7862], [-4.6227, -4.6322, 2.1793], [-3.4597, -4.3323, 0.8310], [-3.8035, -3.0563, 2.1668], [-1.8219, 5.8671, 0.3066], [-1.5063, 4.8277, -0.8109], [-1.9551, 3.5484, -0.3025], [-3.5084, 3.1020, -0.8363], [-3.7503, 1.6476, 0.1885], [-4.4723, 4.1104, -0.5331], [-3.3958, 2.6204, -2.1918], [-1.1866, 6.7479, 0.2133], [-1.5366, 5.4865, 1.2874], [-2.8588, 6.2020, 0.3366], [-1.8832, 5.1175, -1.7918], [-0.4229, 4.7099, -0.8300], [-4.6854, 1.1829, -0.1241], [-3.8529, 2.0341, 1.2025], [-2.9625, 0.9299, -0.0405]],
  "lowdin_charge": [-0.050, -0.298, -0.281, 0.703, -0.114, -0.324, -0.319, 0.081, 0.080, 0.072, 0.115, 0.114, 0.062, 0.060, 0.071, -0.037, -0.328, -0.259, 0.701, -0.095, -0.314, -0.288, 0.091, 0.061, 0.077, 0.116, 0.116, 0.058, 0.069, 0.076, -0.050, -0.348, -0.250, 0.723, -0.090, -0.312, -0.300, 0.074, 0.058, 0.086, 0.114, 0.094, 0.071, 0.065, 0.072, -0.058, -0.275, -0.298, 0.753, -0.096, -0.320, -0.313, 0.059, 0.081, 0.089, 0.108, 0.095, 0.068, 0.067, 0.027, -0.040, -0.227, -0.282, 0.670, -0.076, -0.339, -0.276, 0.049, 0.069, 0.068, 0.116, 0.077, 0.061, 0.068, 0.049, -0.065, -0.241, -0.301, 0.646, -0.094, -0.266, -0.293, 0.073, 0.054, 0.073, 0.122, 0.111, 0.085, 0.078, 0.027],
  "de_lowest_kcal_mol": 112.9,
  "orbital_gap_ev": 10.62,
  "fmax_ev_per_a": 5.4,
  "energy_ha": -4457.8369,
  "lumo_ev": -0.15,
  "homo_ev": -10.8,
  "smiles": "CCOS(C)(=O)=O.CCOS(C)(=O)=O.CCOS(C)(=O)=O.CCOS(C)(=O)=O.CCOS(C)(=O)=O.CCOS(C)(=O)=O"
}

---

# 2
{
  "formula": "C27H48N4O19",
  "method": "ωB97M-V with the def2-TZVPD basis set",
  "species": ["O", "C", "O", "C", "C", "O", "H", "H", "H", "H", "O", "C", "O", "C", "C", "O", "H", "H", "H", "H", "O", "C", "O", "C", "C", "O", "H", "H", "H", "H", "O", "C", "O", "C", "C", "O", "H", "H", "H", "H", "O", "C", "O", "C", "C", "O", "H", "H", "H", "H", "C", "N", "C", "C", "O", "H", "H", "H", "H", "H", "H", "H", "C", "N", "C", "C", "O", "H", "H", "H", "H", "H", "H", "H", "C", "N", "C", "C", "O", "H", "H", "H", "H", "H", "H", "H", "C", "N", "C", "C", "O", "H", "H", "H", "H", "H", "H", "H"],
  "xyz": [[-2.4353, 3.7857, 0.1301], [-1.9626, 4.8847, 0.1249], [-0.6594, 5.1703, 0.2410], [-0.6314, 6.4100, 0.9297], [-1.9365, 7.1231, 0.4682], [-2.7137, 5.9971, 0.0823], [-0.6154, 6.3642, 2.0183], [0.2339, 7.0230, 0.6743], [-1.8449, 7.8943, -0.2880], [-2.2160, 7.4985, 1.4527], [2.0237, -2.5220, 5.7216], [1.2347, -2.3604, 4.8479], [0.6348, -1.2010, 4.5119], [-0.2890, -1.4413, 3.4359], [0.1427, -2.7872, 2.8759], [0.8398, -3.3224, 3.9888], [-1.2874, -1.4896, 3.8706], [-0.0175, -0.6218, 2.7757], [0.6804, -2.5681, 1.9498], [-0.7158, -3.3920, 2.5918], [3.6023, 3.3405, -5.9407], [3.7312, 2.5292, -5.0692], [2.7664, 1.9944, -4.3474], [3.3240, 0.9037, -3.6125], [4.7441, 1.3768, -3.3724], [4.9333, 2.0846, -4.6104], [2.6644, 0.7288, -2.7656], [3.2725, 0.0679, -4.3125], [5.3248, 0.4910, -3.1167], [4.8994, 2.1164, -2.5838], [3.9191, 1.1026, 0.2585], [4.0235, 2.1809, 0.7613], [3.5052, 2.5427, 1.9229], [3.7171, 3.8668, 2.2770], [4.5302, 4.3620, 1.0409], [4.5768, 3.2515, 0.1517], [2.7958, 4.4460, 2.3677], [4.2755, 3.9983, 3.2038], [5.4981, 4.7884, 1.3069], [4.0383, 5.1586, 0.4779], [0.8803, -0.4365, -6.4169], [0.2740, -0.2965, -5.4036], [0.7007, -0.8068, -4.2116], [-0.3910, -0.6542, -3.2779], [-1.1575, 0.4609, -3.8394], [-0.7601, 0.5493, -5.1809], [-0.9195, -1.6110, -3.2345], [0.0040, -0.3896, -2.3005], [-0.8904, 1.3293, -3.2235], [-2.2460, 0.3849, -3.7965], [-4.3322, -2.4440, 4.4087], [-4.7898, -1.4730, 3.4124], [-5.1935, -0.2312, 3.7783], [-5.2999, 0.7189, 2.6467], [-5.3333, 0.0496, 4.9594], [-5.1767, -2.6938, 5.0529], [-3.5868, -1.9248, 5.0113], [-3.9994, -3.3633, 3.9376], [-4.5552, -1.7331, 2.4703], [-6.3192, 0.9950, 2.3631], [-4.7950, 0.4903, 1.7108], [-4.8869, 1.6859, 2.9481], [0.5236, 1.6665, -0.2955], [-0.8906, 1.3321, -0.3843], [-1.2451, 0.0739, -0.0908], [-2.7176, -0.2341, -0.0425], [-0.4573, -0.8344, 0.1622], [1.1196, 0.8596, -0.7161], [0.8013, 1.8091, 0.7520], [0.7566, 2.5919, -0.8220], [-1.5183, 2.1259, -0.3848], [-2.8424, -0.7709, -0.9941], [-3.3316, 0.6628, -0.1325], [-3.0825, -0.9519, 0.6850], [2.6531, -2.3721, -0.5072], [3.7497, -3.2161, -0.9003], [4.5125, -3.0042, -2.0167], [5.7510, -3.8885, -2.1398], [4.2819, -2.0354, -2.7218], [2.7707, -1.3816, -0.9419], [2.6123, -2.3219, 0.5814], [1.6447, -2.6981, -0.7838], [4.0626, -3.9035, -0.2377], [5.7881, -4.5221, -1.2516], [6.5980, -3.2135, -2.0277], [5.7510, -4.4967, -3.0378], [-2.0906, -4.5619, -1.0920], [-3.4021, -4.6561, -0.4982], [-3.7456, -3.9764, 0.6299], [-5.2118, -3.9565, 0.9293], [-2.9709, -3.3857, 1.3616], [-1.4310, -5.3871, -0.7988], [-1.5361, -3.6462, -0.9053], [-2.1569, -4.7230, -2.1705], [-3.9300, -5.4940, -0.6728], [-5.7545, -4.7211, 0.3779], [-5.6539, -2.9666, 0.8340], [-5.2413, -4.1847, 1.9982]],
  "lowdin_charge": [0.152, -0.558, 0.075, -0.123, -0.092, 0.082, 0.130, 0.131, 0.134, 0.128, 0.159, -0.578, 0.054, -0.096, -0.117, 0.065, 0.124, 0.120, 0.104, 0.112, 0.147, -0.590, 0.059, -0.119, -0.093, 0.055, 0.117, 0.131, 0.125, 0.123, 0.157, -0.579, 0.074, -0.111, -0.104, 0.063, 0.124, 0.131, 0.126, 0.124, 0.174, -0.548, 0.048, -0.125, -0.158, 0.084, 0.136, 0.098, 0.127, 0.138, -0.063, 0.010, -0.563, -0.002, 0.046, 0.085, 0.082, 0.069, 0.078, 0.088, 0.047, 0.091, -0.053, 0.036, -0.568, 0.019, 0.016, 0.063, 0.091, 0.090, 0.090, 0.088, 0.076, 0.055, -0.073, 0.005, -0.520, 0.009, 0.036, 0.069, 0.079, 0.075, 0.122, 0.066, 0.087, 0.082, -0.074, 0.013, -0.550, 0.004, 0.034, 0.086, 0.077, 0.082, 0.135, 0.080, 0.088, 0.081],
  "de_lowest_kcal_mol": 0.0,
  "orbital_gap_ev": 9.34,
  "fmax_ev_per_a": 2.4,
  "energy_ha": -2706.2549,
  "lumo_ev": -0.17,
  "homo_ev": -9.5,
  "smiles": "O=C1OCCO1.O=C1OCCO1.O=C1OCCO1.O=C1OCCO1.O=C1OCCO1.CNC(C)=O.CNC(C)=O.CNC(C)=O.CNC(C)=O"
}

---

# 3
{
  "formula": "C3H4O3",
  "method": "ωB97M-V with the def2-TZVPD basis set",
  "species": ["O", "C", "C", "O", "C", "O", "H", "H", "H", "H"],
  "xyz": [[0.3880, -0.3434, 1.8562], [-0.4666, 0.3498, 1.3684], [-0.7215, 0.4133, -0.1262], [-0.2499, -0.7744, -0.7385], [1.0551, -0.7827, -1.0628], [1.7902, 0.1650, -1.0291], [-1.1256, 0.9877, 1.9915], [-1.7917, 0.4858, -0.3383], [-0.2087, 1.2941, -0.5339], [1.3307, -1.7953, -1.3872]],
  "nbo_charge": [-0.492, 0.415, -0.202, -0.494, 0.656, -0.576, 0.114, 0.212, 0.236, 0.130],
  "de_lowest_kcal_mol": 25.9,
  "orbital_gap_ev": 11.19,
  "fmax_ev_per_a": 0.6,
  "energy_ha": -342.4147,
  "lumo_ev": 0.82,
  "homo_ev": -10.4,
  "smiles": "O=CCOC=O"
}

---

# 4
{
  "formula": "C7H14BNO",
  "method": "ωB97M-V with the def2-TZVPD basis set",
  "species": ["B", "N", "C", "C", "C", "C", "O", "C", "C", "C", "H", "H", "H", "H", "H", "H", "H", "H", "H", "H", "H", "H", "H", "H"],
  "xyz": [[2.2889, -3.3320, -1.0322], [1.5064, -2.4515, -0.5362], [0.6414, -1.4896, 0.0612], [-0.8200, -1.8439, 0.0253], [-1.5655, -0.6600, 0.5076], [-1.2529, 0.5410, -0.4285], [-1.7068, 1.8040, -0.2536], [-0.3466, 1.7612, -0.0029], [-0.0143, 2.0583, 1.4444], [0.6996, 2.2106, -1.0182], [3.1979, -3.9684, -1.3607], [0.7743, -0.4063, -0.3785], [0.9484, -1.3605, 1.0866], [-1.0322, -2.7143, 0.6192], [-1.1197, -2.2522, -1.0093], [-2.6164, -0.7394, 0.4235], [-1.3958, -0.3531, 1.4929], [-1.1555, 0.1493, -1.4865], [-0.8884, 1.9165, 2.2163], [0.3748, 3.0288, 1.2609], [0.8369, 1.3938, 1.8389], [0.3595, 1.7161, -1.9260], [1.5972, 1.6891, -0.6380], [0.6887, 3.3025, -0.9061]],
  "nbo_charge": [0.663, -0.804, -0.222, -0.407, -0.446, 0.084, -0.497, 0.233, -0.654, -0.651, -0.056, 0.208, 0.197, 0.217, 0.211, 0.217, 0.209, 0.161, 0.235, 0.217, 0.213, 0.230, 0.222, 0.219],
  "de_lowest_kcal_mol": 69.5,
  "orbital_gap_ev": 9.81,
  "fmax_ev_per_a": 3.8,
  "energy_ha": -429.8707,
  "lumo_ev": 0.75,
  "homo_ev": -9.1,
  "smiles": "B=NCCC[C@H]1OC1(C)C"
}